(1)
16
Properties=species:S:1:pos:R:3:forces:R:3 method="wB97M-V/def2-TZVPD" e_homo_ha=-0.3998 largest_force_ev_per_a=5.76 total_energy_ev=-4340.5793
H 2.139508 -2.464112 -0.761746 -1.95 -1.31 -0.38
H 0.906970 -0.233676 -0.190644 -0.46 -1.29 0.11
C 1.176141 -0.811510 -1.079002 0.98 2.30 -0.38
H -0.449650 0.123813 0.981732 -0.60 -1.26 -0.06
C -0.486089 1.174079 1.058674 2.65 1.91 0.03
H -2.770785 1.030539 1.281309 1.90 1.30 0.18
H 0.962566 -2.813093 -2.047061 -0.53 -0.50 -1.76
H 0.703432 -0.248502 -1.855613 -0.40 0.26 -0.81
H 2.237637 -0.517932 -1.077991 -0.12 -0.07 -0.71
H -1.984791 2.753568 1.805644 0.24 -2.72 -1.25
H 0.219192 1.362122 2.002294 -1.79 0.06 -1.86
H 0.292834 -2.624456 -0.308738 1.53 0.03 -1.99
H -2.257982 2.278794 0.133493 1.01 -0.89 0.64
C -1.888105 1.776193 1.083615 -2.51 2.18 0.79
C 1.058704 -2.301764 -1.150936 1.32 0.21 5.60
H 0.140419 1.515944 0.124974 -1.28 -0.23 1.86

(2)
16
Properties=species:S:1:pos:R:3:forces:R:3 method="wB97M-V/def2-TZVPD" e_homo_ha=-0.4310 largest_force_ev_per_a=1.33 total_energy_ev=-4342.3862
H 2.120741 1.412412 -1.461706 0.02 -0.16 -0.22
C 1.145205 -0.466266 -2.068160 0.26 -0.53 -0.26
C -0.947344 -0.771439 1.276744 -0.43 0.48 0.78
H 1.772322 -1.210165 -1.569289 0.02 0.33 0.35
H 0.772026 0.969421 -0.463823 -0.08 -0.08 0.02
H -1.530252 -0.073238 3.268251 0.48 -0.11 -0.03
H 1.530192 -0.434265 -3.079585 0.04 0.04 -0.38
H 0.476398 1.544220 -2.087667 -0.14 0.37 -0.14
H 0.153738 -0.917394 -2.137766 -0.10 0.22 0.12
C -1.324218 0.322694 2.269375 -1.05 0.81 0.10
H -1.774239 -1.482497 1.289836 0.32 -0.32 -0.26
H -0.030054 -1.210968 1.652585 0.11 -0.47 -0.28
H -0.614338 1.144223 2.334567 0.35 -0.16 0.11
C 1.138866 0.935947 -1.489565 0.01 -0.14 0.49
H -2.276962 0.829752 2.041451 0.20 -0.27 -0.38
H -0.793786 -0.398336 0.268591 -0.03 -0.01 -0.03

(3)
16
Properties=species:S:1:pos:R:3:forces:R:3 method="wB97M-V/def2-TZVPD" e_homo_ha=-0.4326 largest_force_ev_per_a=1.29 total_energy_ev=-4342.3610
C 0.371903 2.111881 0.412958 -0.82 0.75 0.61
H -0.264503 -3.566402 0.414780 -0.05 -0.11 -0.09
C 0.623498 -1.625850 0.285243 -1.13 0.30 -0.54
H -1.534662 3.063167 0.107135 -0.32 0.04 0.19
H 1.066377 -0.976676 -0.462461 0.38 -0.01 -0.11
H 1.111387 1.435218 -0.002470 -0.13 -0.07 -0.18
H -0.726608 2.733857 -1.394914 -0.02 -0.25 -0.06
H -1.441758 1.375163 -0.454575 -0.28 0.12 -0.28
C -0.923331 2.330286 -0.400463 1.06 -0.27 0.05
H -0.187554 -1.013791 0.700587 0.41 -0.10 0.49
C -0.030506 -2.843272 -0.369631 0.14 -0.16 0.77
H 1.357310 -1.916980 1.029970 0.01 0.17 0.10
H -0.978122 -2.618143 -0.860385 0.23 0.12 -0.22
H 0.051691 1.759641 1.397558 0.27 -0.35 -0.05
H 0.666810 -3.319129 -1.042175 0.00 -0.24 -0.41
H 0.838066 3.071029 0.638842 0.25 0.04 -0.27

(4)
16
Properties=species:S:1:pos:R:3:forces:R:3 method="wB97M-V/def2-TZVPD" e_homo_ha=-0.4120 largest_force_ev_per_a=6.09 total_energy_ev=-4340.7111
H -0.073492 2.311120 2.126396 -0.71 -1.24 -1.76
H 1.643423 -2.387431 -2.084564 0.62 -2.23 -0.11
H 1.113543 -1.058517 -3.026993 -1.03 0.68 -2.22
C -0.689443 1.822344 1.253851 -0.16 0.13 4.07
H 0.429428 -1.765221 -0.092138 -0.35 0.79 -1.91
C 1.475946 -1.374654 -2.124009 1.43 3.71 4.62
H -2.412777 0.663293 2.158759 1.96 -0.87 -1.17
H -1.325396 2.637696 0.978785 -0.90 0.03 -0.41
H -1.252245 -0.229934 0.992718 -0.85 -2.42 -3.59
H -0.451452 -0.531597 -1.270531 1.00 -0.94 0.60
H -0.722601 -0.101793 2.447580 -0.76 1.43 -0.21
H 0.891296 -0.228740 -0.256910 1.65 2.48 1.01
C 0.547452 -0.937042 -0.904782 -2.18 -3.04 -1.12
C -1.353953 0.478067 1.684808 -0.80 2.87 5.23
H 2.424161 -0.748267 -1.883847 -1.07 -1.52 -0.92
H -0.143896 1.507106 0.451537 2.15 0.14 -2.10

In kJ/mol, the relative energy (zero: lowest compared OMol25 entry of this formula, charge and spin) values for the records above are, in order, 188.0; 13.7; 16.1; 175.3.
In eV, the LUMO level values for the records above are, in order, 1.070; 1.154; 1.137; 1.102.